(1)
C33H45GdN5S | ωB97M-V/def2-TZVPD

Cartesian coordinates (Å):
Gd: 0.06 1.17 -0.46
N: 0.02 5.03 -0.26
N: 3.31 -0.15 0.39
C: -0.98 -1.27 -1.49
C: -0.59 -0.32 -2.46
C: -1.51 0.81 -2.36
C: -1.50 1.96 -3.14
H: -0.90 2.00 -4.04
H: -0.39 3.75 -2.42
H: -2.27 2.71 -2.97
C: -2.27 0.62 -1.13
C: -3.25 1.59 -0.59
H: -4.25 1.47 -1.03
H: -2.94 2.62 -0.78
H: -3.36 1.47 0.50
C: -2.00 -0.70 -0.67
C: -2.93 -1.46 0.20
H: -3.14 -0.91 1.13
H: -2.53 -2.44 0.47
H: -3.90 -1.62 -0.30
C: 0.42 -0.47 -3.53
H: -0.06 -0.66 -4.51
H: 1.11 -1.30 -3.33
H: 1.02 0.44 -3.65
C: -0.68 -2.72 -1.58
H: -0.75 -3.21 -0.60
H: 0.33 -2.90 -1.97
H: -1.39 -3.24 -2.25
C: 0.43 5.81 0.73
H: -0.11 6.75 0.90
C: 1.46 5.43 1.61
H: 1.67 6.06 2.47
C: 2.16 4.25 1.37
H: 2.90 3.88 2.08
C: 1.89 3.53 0.19
H: 2.50 2.66 -0.11
C: 0.79 3.97 -0.62
C: 0.35 3.23 -1.80
H: 1.15 2.75 -2.38
C: 2.82 -1.36 0.46
C: 4.30 -0.19 -0.60
H: 4.89 0.68 -0.84
C: 4.32 -1.43 -1.16
H: 4.99 -1.85 -1.88
N: 3.31 -2.17 -0.51
C: 2.80 -3.46 -0.77
C: 3.00 -4.18 -1.96
C: 2.55 -5.51 -2.00
H: 2.76 -6.11 -2.89
C: 1.82 -6.08 -0.95
C: 1.40 -7.52 -1.02
H: 0.47 -7.68 -0.48
H: 2.16 -8.18 -0.56
H: 1.27 -7.84 -2.06
C: 1.50 -5.29 0.15
H: 0.90 -5.70 0.97
C: 1.92 -3.95 0.23
C: 1.45 -3.04 1.27
H: 2.08 -1.82 1.20
H: 1.66 -3.41 2.28
H: 0.39 -2.78 1.17
C: 3.60 -3.57 -3.19
H: 4.68 -3.40 -3.09
H: 3.11 -2.63 -3.48
H: 3.46 -4.27 -4.03
C: -2.50 0.06 3.60
N: -2.73 1.45 3.21
C: -3.94 2.11 3.73
C: -1.71 2.18 2.71
S: -0.24 1.36 2.23
N: -1.83 3.56 2.73
C: -0.95 4.35 3.57
C: -2.67 4.26 1.75
H: -3.39 -0.28 4.15
H: -1.61 -0.03 4.24
H: -2.35 -0.58 2.72
H: -3.67 3.07 4.18
H: -4.67 2.27 2.92
H: -4.39 1.45 4.48
H: -0.73 5.31 3.09
H: -1.42 4.54 4.55
H: -0.01 3.80 3.73
H: -2.14 4.40 0.80
H: -3.60 3.70 1.58
H: -2.93 5.24 2.16

Output
HOMO-LUMO gap (alpha / beta) = 3.752 / 3.725 eV
Multiplicity = 8
<S²> = 16.598
Total charge = -1
LUMO energy (alpha / beta) = 0.08025 / 0.07922 Ha

Here are the Löwdin charges for atoms 1 to 2, given in e: 1.333, 0.069

---

(2)
C33H45N5SSn | ωB97M-V/def2-TZVPD

Cartesian coordinates (Å):
Sn: -0.64 0.58 -0.20
N: 0.68 3.34 -0.14
N: -0.47 1.04 -2.61
C: -2.17 -0.85 0.76
C: -2.95 0.24 0.14
C: -2.54 1.50 0.77
C: -3.06 2.86 0.46
H: -3.62 2.87 -0.48
H: -2.26 3.61 0.40
H: -3.75 3.15 1.27
C: -1.50 1.21 1.76
C: -0.82 2.22 2.62
H: -1.38 2.33 3.55
H: -0.77 3.19 2.12
H: 0.21 1.91 2.86
C: -1.29 -0.26 1.77
C: -0.36 -1.00 2.66
H: 0.52 -0.40 2.92
H: 0.00 -1.92 2.20
H: -0.89 -1.25 3.58
C: -3.96 0.09 -0.95
H: -4.90 0.55 -0.62
H: -4.14 -0.97 -1.14
H: -3.66 0.56 -1.89
C: -2.29 -2.31 0.45
H: -1.32 -2.80 0.35
H: -2.85 -2.47 -0.47
H: -2.84 -2.78 1.28
C: 1.67 4.20 0.12
H: 1.91 4.37 1.17
C: 2.39 4.86 -0.89
H: 3.19 5.56 -0.62
C: 2.05 4.61 -2.22
H: 2.57 5.10 -3.04
C: 1.02 3.71 -2.49
H: 0.73 3.47 -3.52
C: 0.37 3.10 -1.41
C: -0.71 2.12 -1.68
H: -1.71 2.53 -1.75
C: -0.62 -0.19 -2.05
C: -0.26 0.84 -3.98
H: -0.10 1.66 -4.66
C: -0.30 -0.50 -4.18
H: -0.17 -1.10 -5.06
N: -0.53 -1.14 -2.97
C: -0.72 -2.53 -2.72
C: -2.00 -3.07 -2.92
C: -2.18 -4.45 -2.67
H: -3.17 -4.88 -2.82
C: -1.13 -5.26 -2.23
C: -1.33 -6.74 -1.98
H: -1.31 -6.97 -0.91
H: -0.54 -7.33 -2.46
H: -2.29 -7.08 -2.39
C: 0.13 -4.67 -2.03
H: 0.97 -5.29 -1.68
C: 0.36 -3.31 -2.27
C: 1.71 -2.70 -2.02
H: 2.18 -2.31 -2.94
H: 2.39 -3.43 -1.56
H: 1.63 -1.84 -1.32
C: -3.16 -2.23 -3.38
H: -3.32 -2.30 -4.47
H: -3.01 -1.17 -3.15
H: -4.10 -2.55 -2.90
C: 2.18 -0.10 4.93
C: 3.28 -0.58 3.99
N: 2.82 -0.65 2.56
C: 2.42 0.40 1.81
S: 1.69 0.03 0.25
N: 2.68 1.70 2.07
C: 3.67 2.30 3.00
C: 3.76 3.82 2.93
H: 1.74 0.86 4.62
H: 2.59 0.02 5.94
H: 1.37 -0.83 4.98
H: 4.19 0.03 4.03
H: 3.59 -1.59 4.32
H: 2.74 -1.62 2.20
H: 2.22 2.39 1.44
H: 3.39 2.06 4.04
H: 4.66 1.87 2.77
H: 2.81 4.28 3.22
H: 4.53 4.16 3.64
H: 4.07 4.14 1.93

Output
HOMO-LUMO gap (alpha / beta) = 1.617 / 1.617 eV
Energy relative to the best compared isomer or geometry (same formula, charge and spin) = 593.4 kJ/mol
Total charge = -2
LUMO energy (alpha / beta) = 0.15615 / 0.15612 Ha

Here are the Löwdin charges for atoms 1 to 2, given in e: 0.967, 0.076

---

(3)
C33H46As3N6O4SV | ωB97M-V/def2-TZVPD

Cartesian coordinates (Å):
V: 0.18 0.96 -0.35
C: 3.45 -0.30 -1.28
As: 2.51 1.09 -0.32
C: 3.43 0.79 1.36
C: 3.50 2.59 -1.16
C: 3.20 4.03 -0.84
C: 4.16 4.91 -1.62
C: 1.82 4.47 -1.30
As: 0.19 3.56 -0.76
C: -0.37 4.47 0.95
C: -0.99 4.54 -1.92
C: 3.31 4.34 0.73
As: 5.10 4.27 1.67
C: 6.58 3.82 0.50
C: 5.52 6.26 1.49
H: 4.48 -0.40 -0.96
H: 3.37 0.03 -2.32
H: 2.97 -1.26 -0.98
H: 4.53 0.79 1.18
H: 3.02 -0.11 1.83
H: 3.21 1.67 1.93
H: 3.34 2.44 -2.25
H: 4.59 2.40 -0.95
H: 3.80 5.04 -2.64
H: 5.18 4.46 -1.66
H: 4.31 5.91 -1.13
H: 1.86 4.44 -2.37
H: 1.65 5.50 -1.05
H: -0.78 5.51 0.89
H: 0.43 4.46 1.67
H: -1.17 3.82 1.21
H: -0.86 5.62 -1.65
H: -1.96 4.18 -1.58
H: -0.81 4.28 -2.96
H: 2.71 3.59 1.23
H: 2.85 5.29 1.07
H: 6.20 3.24 -0.27
H: 7.41 3.34 1.02
H: 6.94 4.85 0.09
H: 4.88 6.94 2.16
H: 5.36 6.45 0.39
H: 6.55 6.46 1.77
C: -4.10 -5.54 0.39
C: -4.77 -4.24 0.08
C: -5.84 -3.84 0.94
C: -6.40 -2.61 0.77
C: -5.98 -1.68 -0.21
N: -6.62 -0.44 -0.27
C: -6.35 0.67 -1.04
O: -7.23 1.32 -1.58
N: -4.96 1.00 -1.25
C: -4.00 0.95 -0.20
C: -4.29 0.88 1.21
C: -3.22 0.90 2.08
C: -1.93 1.09 1.55
N: -1.70 1.15 0.23
C: -2.71 1.12 -0.63
C: -4.95 -2.08 -1.07
C: -4.36 -3.34 -0.87
H: -4.15 -5.72 1.50
H: -3.05 -5.62 0.09
H: -4.55 -6.43 -0.08
H: -6.20 -4.61 1.68
H: -7.15 -2.25 1.55
H: -7.58 -0.39 0.07
H: -4.85 1.75 -1.92
H: -5.28 0.79 1.62
H: -3.26 0.74 3.14
H: -1.07 0.99 2.22
H: -2.50 1.12 -1.71
H: -4.50 -1.33 -1.67
H: -3.46 -3.51 -1.42
O: 0.85 -7.63 -3.05
S: 1.30 -8.21 -1.81
O: 0.39 -9.20 -1.18
O: 2.71 -8.56 -1.74
C: 1.04 -7.13 -0.33
N: 1.05 -7.80 0.79
C: 0.77 -7.17 1.93
C: 0.45 -5.81 1.90
C: 0.42 -5.21 0.58
N: 0.87 -5.84 -0.53
C: 0.03 -3.79 0.43
C: -0.31 -2.91 1.48
C: -0.25 -1.55 1.17
N: -0.07 -1.04 -0.10
C: 0.17 -1.95 -1.10
C: 0.24 -3.27 -0.86
H: 0.84 -7.85 2.75
H: 0.29 -5.16 2.77
H: -0.39 -3.13 2.55
H: -0.18 -0.84 2.05
H: 0.48 -1.59 -2.06
H: 0.63 -3.94 -1.63

Output
HOMO-LUMO gap (alpha / beta) = 4.092 / 4.297 eV
Multiplicity = 4
<S²> = 3.766
Energy relative to the best compared isomer or geometry (same formula, charge and spin) = 125.1 kJ/mol
Total charge = +1
LUMO energy (alpha / beta) = -0.17271 / -0.16518 Ha

Here are the Löwdin charges for atoms 1 to 2, given in e: 0.493, -0.264

---

(4)
C33H46CoN6 | ωB97M-V/def2-TZVPD

Cartesian coordinates (Å):
Co: 1.07 -0.12 -0.10
N: 1.26 -3.13 3.01
N: -0.12 -2.58 -2.02
C: 1.40 1.82 -0.84
C: 2.57 1.04 -0.47
C: 2.51 0.87 0.97
C: 3.53 0.19 1.82
H: 4.35 -0.22 1.23
H: 3.01 -0.83 2.32
H: 3.87 0.80 2.65
C: 1.27 1.41 1.43
C: 0.92 1.59 2.87
H: 1.21 2.60 3.18
H: 1.47 0.89 3.53
H: -0.14 1.47 3.09
C: 0.55 1.92 0.30
C: -0.68 2.76 0.41
H: -1.41 2.32 1.11
H: -1.18 2.85 -0.56
H: -0.45 3.78 0.76
C: 3.81 0.83 -1.27
H: 4.55 1.62 -1.07
H: 3.61 0.84 -2.35
H: 4.30 -0.13 -1.04
C: 1.36 2.72 -2.02
H: 0.35 3.08 -2.23
H: 1.74 2.24 -2.93
H: 1.99 3.62 -1.84
C: 0.54 -4.10 3.56
H: 0.91 -4.52 4.49
C: -0.67 -4.59 3.04
H: -1.27 -5.35 3.58
C: -1.07 -3.99 1.83
H: -2.02 -4.33 1.38
C: -0.36 -2.91 1.29
H: -0.63 -2.56 0.29
C: 0.87 -2.50 1.94
C: 1.97 -1.47 1.77
H: 2.41 -1.83 0.81
C: 0.38 -1.25 -1.90
C: 0.75 -3.04 -2.97
H: 1.34 -4.03 -2.98
C: 0.75 -1.96 -3.92
H: 0.64 -2.14 -5.00
N: 0.49 -0.78 -3.22
C: 0.20 0.44 -3.91
C: 1.03 0.67 -5.01
C: 0.75 1.71 -5.91
H: 1.44 1.90 -6.74
C: -0.38 2.52 -5.74
C: -0.63 3.68 -6.68
H: -1.19 4.47 -6.17
H: -1.20 3.37 -7.56
H: 0.32 4.09 -7.03
C: -1.26 2.23 -4.68
H: -2.16 2.86 -4.56
C: -1.00 1.18 -3.78
C: -1.98 0.85 -2.70
H: -2.39 -0.16 -2.81
H: -2.83 1.55 -2.70
H: -1.49 0.90 -1.71
C: 2.28 -0.13 -5.20
H: 2.10 -1.18 -5.49
H: 2.89 -0.15 -4.28
H: 2.87 0.31 -6.01
C: -0.10 -0.90 5.06
N: -1.50 -1.01 4.70
C: -2.30 -1.95 5.47
C: -1.94 -0.61 3.44
N: -1.18 -0.47 2.38
N: -3.27 -0.36 3.30
C: -4.07 0.16 4.39
C: -3.67 -0.01 1.96
H: 0.06 -1.42 6.01
H: 0.18 0.16 5.17
H: 0.55 -1.37 4.31
H: -2.67 -1.46 6.38
H: -3.15 -2.33 4.89
H: -1.66 -2.81 5.75
H: -0.24 -0.74 2.66
H: -4.75 0.92 3.98
H: -4.68 -0.64 4.84
H: -3.46 0.62 5.17
H: -3.29 0.98 1.66
H: -3.24 -0.75 1.27
H: -4.76 -0.02 1.91

Output
HOMO-LUMO gap (alpha / beta) = 4.987 / 5.897 eV
Multiplicity = 5
<S²> = 6.043
Energy relative to the best compared isomer or geometry (same formula, charge and spin) = 515.7 kJ/mol
Total charge = -1
LUMO energy (alpha / beta) = 0.09788 / 0.09770 Ha

Here are the Löwdin charges for atoms 1 to 2, given in e: 0.569, 0.026

---

(5)
C33H46N7O5P2PbSSi2 | ωB97M-V/def2-TZVPD

Cartesian coordinates (Å):
Pb: 0.65 -0.41 -0.54
C: 1.16 -0.27 5.15
Si: 0.51 -1.00 3.52
C: -1.27 -1.50 3.92
C: 1.47 -2.60 3.31
N: 0.53 -0.03 2.12
P: 1.16 1.43 1.80
C: 0.90 2.07 0.26
P: -0.68 2.32 -0.26
N: -1.51 0.95 -0.60
Si: -2.94 0.76 -1.50
C: -3.99 2.27 -1.88
C: -2.56 -0.09 -3.13
C: -4.14 -0.39 -0.55
C: -1.70 3.36 0.84
C: -1.32 4.68 1.11
C: -2.04 5.45 2.01
C: -3.14 4.91 2.66
C: -3.51 3.59 2.43
C: -2.78 2.82 1.52
C: -0.59 3.30 -1.82
C: 0.31 2.84 -2.78
C: 0.33 3.40 -4.05
C: -0.54 4.44 -4.37
C: -1.42 4.92 -3.41
C: -1.45 4.34 -2.15
C: 0.74 2.58 3.16
C: 1.57 3.66 3.46
C: 1.21 4.57 4.44
C: 0.00 4.43 5.12
C: -0.84 3.36 4.81
C: -0.47 2.45 3.84
C: 2.99 1.28 1.92
C: 3.76 1.26 0.75
C: 5.12 0.99 0.81
C: 5.74 0.77 2.03
C: 4.99 0.80 3.20
C: 3.63 1.04 3.14
H: 0.57 -0.68 5.98
H: 1.08 0.81 5.20
H: 2.20 -0.55 5.31
H: -1.31 -1.99 4.90
H: -1.69 -2.22 3.20
H: -1.94 -0.64 3.95
H: 1.79 -2.99 4.28
H: 2.36 -2.42 2.70
H: 0.88 -3.37 2.81
H: -3.56 2.87 -2.68
H: -4.09 2.92 -1.00
H: -4.99 1.95 -2.18
H: -2.17 0.63 -3.85
H: -3.44 -0.57 -3.57
H: -1.79 -0.86 -2.99
H: -3.94 -0.41 0.52
H: -4.12 -1.42 -0.93
H: -5.17 -0.04 -0.68
H: -0.45 5.09 0.61
H: -1.74 6.47 2.20
H: -3.71 5.52 3.36
H: -4.35 3.16 2.95
H: -3.06 1.79 1.34
H: 1.02 2.06 -2.54
H: 1.03 3.01 -4.79
H: -0.53 4.87 -5.37
H: -2.09 5.73 -3.65
H: -2.16 4.72 -1.42
H: 2.50 3.78 2.92
H: 1.86 5.41 4.67
H: -0.28 5.14 5.88
H: -1.78 3.25 5.33
H: -1.11 1.61 3.60
H: 3.27 1.46 -0.20
H: 5.70 0.96 -0.11
H: 6.81 0.57 2.07
H: 5.47 0.63 4.15
H: 3.05 1.06 4.05
N: -1.50 -2.05 0.38
N: -1.57 -3.43 0.24
C: -0.48 -4.15 -0.08
N: -0.69 -5.46 -0.36
N: 0.67 -3.51 0.00
N: 1.82 -4.13 -0.39
O: 1.86 -5.31 -0.76
O: 2.83 -3.48 -0.22
H: -1.35 -1.75 1.33
H: -2.30 -1.60 -0.05
H: -2.47 -3.86 0.15
H: -1.60 -5.73 -0.71
H: 0.13 -5.91 -0.74
C: 4.06 -1.59 -3.08
S: 2.41 -0.97 -3.31
O: 1.51 -2.02 -2.82
O: 2.27 -0.68 -4.72
O: 2.36 0.23 -2.44
H: 4.26 -2.36 -3.82
H: 4.14 -1.98 -2.07
H: 4.73 -0.74 -3.22

Output
HOMO-LUMO gap = 6.799 eV
Energy relative to the best compared isomer or geometry (same formula, charge and spin) = 191.5 kJ/mol
Total charge = -1
LUMO energy = 0.07925 Ha

Here are the Löwdin charges for atoms 1 to 2, given in e: 1.399, -0.180